Density functional theory data (ωB97M-V with the def2-TZVPD basis set) for a 2-piece molecular cluster, C2H4N2O2 overall.

Geometry (Å):
1 N 1.118 -1.346 0.074
2 C 0.291 -1.035 0.906
3 N -0.724 -0.670 1.446
4 H 1.673 -2.181 0.081
5 H -0.810 0.071 2.119
6 O 0.232 1.891 -0.038
7 C 0.071 1.189 -0.995
8 O -1.062 0.592 -1.326
9 H 0.929 0.793 -1.653
10 H -1.718 0.696 -0.615

Properties
Structure (SMILES) ... N=C=N.O=CO
Energy ... -9213.33152 eV
HOMO ... -0.387 Eh
Charge ... 0
Maximum force ... 2.023 eV/Å
Relative energy (zero: lowest compared OMol25 entry of this formula, charge and spin) ... 43.6 kcal/mol

Density functional theory data (ωB97M-V with the def2-TZVPD basis set) for one molecule with the formula C2H4N2O2.

Geometry (Å):
1 N -0.093 -1.174 -0.762
2 N 0.025 -0.202 0.159
3 C -1.052 0.568 0.763
4 O -2.205 0.260 0.591
5 C 1.209 0.514 0.026
6 O 2.161 0.237 -0.776
7 H -1.293 -1.461 -0.737
8 H 0.477 -2.028 -0.461
9 H -0.570 1.386 1.388
10 H 1.273 1.271 0.780

Properties
Structure (SMILES) ... NN(C=O)C=O
Energy ... -9211.86989 eV
HOMO ... -0.353 Eh
Charge ... 0
Maximum force ... 6.561 eV/Å
Relative energy (zero: lowest compared OMol25 entry of this formula, charge and spin) ... 77.3 kcal/mol

Density functional theory data (ωB97M-V with the def2-TZVPD basis set) for one molecule with the formula C2H4N2O2.

Geometry (Å):
1 O -2.636 -0.094 -0.035
2 N -1.464 -0.122 0.034
3 N -0.726 -1.174 -0.158
4 C 0.612 -0.771 0.017
5 C 0.617 0.769 -0.040
6 O -0.738 1.045 0.277
7 H 1.447 -1.024 -0.704
8 H 0.765 -1.169 1.142
9 H 1.381 1.356 0.590
10 H 0.741 1.185 -1.124

Properties
Structure (SMILES) ... [O-][N+]1=NCCO1
Energy ... -9209.26767 eV
HOMO ... -0.356 Eh
Charge ... 0
Maximum force ... 4.546 eV/Å
Relative energy (zero: lowest compared OMol25 entry of this formula, charge and spin) ... 137.3 kcal/mol

Density functional theory data (ωB97M-V with the def2-TZVPD basis set) for one molecule with the formula C2H4N2O2.

Geometry (Å):
1 N -1.205 1.232 -0.562
2 C -0.478 0.433 0.323
3 O -0.601 0.449 1.528
4 N 0.377 -0.444 -0.340
5 C 1.205 -1.328 0.329
6 O 1.799 -2.215 -0.233
7 H -0.632 1.907 -1.070
8 H -1.946 1.711 -0.060
9 H 0.225 -0.628 -1.322
10 H 1.255 -1.118 1.406

Properties
Structure (SMILES) ... NC(=O)NC=O
Energy ... -9214.88486 eV
HOMO ... -0.382 Eh
Charge ... 0
Maximum force ... 0.493 eV/Å
Relative energy (zero: lowest compared OMol25 entry of this formula, charge and spin) ... 7.8 kcal/mol

Density functional theory data (ωB97M-V with the def2-TZVPD basis set) for one molecule with the formula C2H4N2O2.

Geometry (Å):
1 H -1.125 2.037 -1.152
2 N -0.556 1.292 -0.765
3 C -1.266 0.497 -0.082
4 O -0.832 -0.597 0.567
5 C 0.488 -1.080 0.628
6 N 1.412 -0.332 -0.001
7 O 0.664 -2.100 1.238
8 H -2.343 0.580 0.080
9 H 2.358 -0.679 0.012
10 H 1.140 0.496 -0.522

Properties
Structure (SMILES) ... [H]/N=C/OC(N)=O
Energy ... -9214.34251 eV
HOMO ... -0.385 Eh
Charge ... 0
Maximum force ... 0.468 eV/Å
Relative energy (zero: lowest compared OMol25 entry of this formula, charge and spin) ... 20.3 kcal/mol

Density functional theory data (ωB97M-V with the def2-TZVPD basis set) for one molecule with the formula C2H4N2O2.

Geometry (Å):
1 C 0.383 -0.038 -1.690
2 N 0.455 0.330 -0.461
3 O 1.109 1.229 0.097
4 C -0.622 -0.546 0.634
5 N -0.478 0.237 1.655
6 O -1.150 -1.450 0.130
7 H 1.059 0.132 -2.617
8 H -0.136 -0.957 -1.960
9 H 0.322 0.945 1.643
10 H -0.942 0.121 2.569

Properties
Structure (SMILES) ... C=[N+]([O-])C(N)=O
Energy ... -9211.19423 eV
HOMO ... -0.335 Eh
Charge ... 0
Maximum force ... 4.381 eV/Å
Relative energy (zero: lowest compared OMol25 entry of this formula, charge and spin) ... 92.9 kcal/mol

Density functional theory data (ωB97M-V with the def2-TZVPD basis set) for a 2-piece molecular cluster, C2H4N2O2S overall.

Geometry (Å):
1 O -0.941 2.993 1.996
2 N -0.286 2.119 1.514
3 C 0.808 1.554 1.300
4 N -0.346 0.710 0.963
5 O -0.561 -0.209 2.109
6 H 1.834 1.620 1.239
7 H -0.930 -0.906 1.622
8 C 1.050 -0.722 -0.585
9 S 2.595 -0.911 -0.204
10 H 0.859 -0.193 -1.516
11 H 0.260 -1.191 -0.087

Properties
Structure (SMILES) ... [O-][N+]1=CN1O.C=S
Energy ... -20040.99696 eV
HOMO ... -0.336 Eh
Charge ... 0
Maximum force ... 2.619 eV/Å
Relative energy (zero: lowest compared OMol25 entry of this formula, charge and spin) ... 195.7 kcal/mol

Density functional theory data (ωB97M-V with the def2-TZVPD basis set) for a 2-piece molecular cluster, C2H4N2O2S overall.

Geometry (Å):
1 C 1.496 0.526 1.468
2 C 0.318 0.633 0.668
3 N 1.345 1.657 0.927
4 N -1.530 -0.605 -0.821
5 O 0.570 0.282 -1.975
6 O 0.768 -1.681 -0.486
7 S 0.137 -0.379 -0.755
8 H 2.005 -0.211 2.148
9 H -1.739 1.538 1.501
10 H -1.735 -0.144 -1.720
11 H -1.634 -1.617 -0.956

Properties
Energy ... -20041.69142 eV
HOMO (alpha / beta) ... -0.348 / -0.392 Eh
Charge ... 0
Maximum force ... 2.758 eV/Å
Relative energy (zero: lowest compared OMol25 entry of this formula, charge and spin) ... 179.7 kcal/mol